Entry 1:
The following is a DFT calculation (the ωB97M-V functional and the def2-TZVPD basis) of C30H36BCl3F8N4O4PTi as an isolated structure.

Last column: Mulliken spin population.
Element x y z (Å)
Ti (0.46390, -0.50723, 0.25072)  1.01
C (-3.19882, -0.92540, -0.06433)  0.00
C (-2.73234, -0.80838, 1.38194)  0.01
N (-1.38621, -1.30462, 1.74856)  -0.03
C (-1.25104, -0.96471, 3.19435)  0.00
C (-0.03923, -1.51983, 3.92134)  0.02
C (-1.28043, -2.75830, 1.57861)  0.03
C (-1.17909, -3.20408, 0.12644)  0.02
N (-0.45743, -2.21771, -0.66227)  -0.10
C (-0.30544, -2.50130, -1.98520)  0.04
C (-0.31338, -1.45141, -2.92774)  0.00
F (-0.53521, -0.19855, -2.47462)  -0.01
C (-0.10128, -1.62585, -4.27266)  -0.01
F (-0.12265, -0.54681, -5.07627)  0.00
C (0.10043, -2.88159, -4.81775)  0.01
C (0.08922, -3.93397, -3.92738)  0.00
F (0.30708, -5.18294, -4.38171)  0.00
C (-0.09961, -3.76485, -2.56923)  0.01
F (0.02331, -4.86787, -1.79536)  0.00
H (-3.96624, -0.17017, -0.25078)  0.00
H (-3.64877, -1.89575, -0.27078)  0.00
H (-2.38998, -0.77081, -0.77336)  0.00
H (-3.46141, -1.31517, 2.03324)  0.00
H (-2.73457, 0.23624, 1.67916)  0.00
H (-2.16230, -1.31733, 3.70188)  0.00
H (-1.24723, 0.12221, 3.26015)  0.00
H (-0.13421, -2.58433, 4.13770)  0.00
H (0.05925, -0.99256, 4.87024)  0.00
H (0.88327, -1.34948, 3.37400)  0.00
H (-2.13416, -3.25965, 2.06205)  0.00
H (-0.38186, -3.07424, 2.10090)  -0.03
H (-2.17823, -3.35706, -0.30196)  0.00
H (-0.71284, -4.19352, 0.13958)  0.01
H (0.27477, -3.02831, -5.87213)  0.00
Cl (6.07189, 0.87026, -4.78051)  0.00
C (4.75604, 0.70590, -3.65162)  0.00
C (4.33340, -0.55097, -3.27382)  0.00
C (3.28864, -0.67580, -2.37182)  0.00
Cl (2.78762, -2.28025, -1.96752)  0.01
C (2.63559, 0.43479, -1.80864)  0.01
O (1.63740, 0.35488, -0.95235)  0.04
C (3.09862, 1.68779, -2.25317)  0.00
Cl (2.32174, 3.10898, -1.66288)  0.00
C (4.13999, 1.83588, -3.14894)  0.00
H (4.80125, -1.43926, -3.67223)  0.00
H (4.45434, 2.82512, -3.44727)  0.00
N (5.04831, -4.15682, 4.73449)  0.15
C (4.39921, -3.61714, 3.94292)  -0.03
C (3.59971, -2.96486, 2.97862)  0.28
C (2.73968, -3.69217, 2.11320)  -0.03
C (1.93688, -3.03340, 1.23586)  0.21
N (1.86586, -1.65982, 1.14928)  0.16
C (2.84825, -0.98365, 1.84690)  0.22
C (3.65830, -1.56214, 2.77246)  -0.06
H (2.72670, -4.77372, 2.13407)  0.00
H (1.30338, -3.57985, 0.55176)  0.03
H (2.91666, 0.08045, 1.66081)  0.03
H (4.35405, -0.94637, 3.32477)  0.00
C (-3.26377, 2.66161, 2.48540)  0.00
C (-3.76666, 2.52266, 1.06271)  0.00
O (-2.79645, 2.84613, 0.06678)  -0.01
P (-1.36714, 2.08437, -0.22639)  0.04
O (-1.27677, 2.52089, -1.78895)  0.01
C (-2.32251, 2.24683, -2.72397)  0.00
C (-2.14238, 3.17236, -3.90596)  0.00
O (-0.29918, 3.07104, 0.40011)  -0.03
C (-0.22917, 4.49131, 0.19592)  0.00
C (-0.92546, 5.23625, 1.31502)  0.00
H (-4.00085, 2.24768, 3.17743)  0.00
H (-3.09228, 3.70415, 2.74793)  0.00
H (-2.32085, 2.13645, 2.63147)  0.00
H (-4.59390, 3.21091, 0.87921)  0.00
H (-4.15201, 1.51626, 0.88520)  0.00
H (-3.29160, 2.40910, -2.24782)  0.00
H (-2.25626, 1.20394, -3.03904)  0.00
H (-2.27372, 4.21213, -3.60453)  0.00
H (-2.87144, 2.93806, -4.68379)  0.00
H (-1.14185, 3.05484, -4.32224)  0.00
H (-0.64358, 4.74089, -0.78301)  0.00
H (0.83376, 4.72593, 0.19332)  0.00
H (-2.00802, 5.16029, 1.22385)  0.00
H (-0.64983, 6.29279, 1.27667)  0.00
H (-0.61841, 4.82612, 2.27639)  0.00
F (2.13677, 2.49622, 2.09620)  0.00
B (1.17439, 1.83303, 2.81993)  0.01
F (0.11528, 2.64233, 3.20409)  0.00
F (1.69497, 1.14063, 3.89318)  0.00
F (0.57813, 0.78233, 1.90318)  -0.02

Forces on atoms 1 to 3 (eV/Å):
-0.271 -0.363 0.763
-0.025 -0.052 -0.020
-0.026 -0.009 0.020

energy relative to the best compared isomer or geometry (same formula, charge and spin)	26.93	kJ/mol
2S+1	3
orbital gap (spin up / spin down)	5.453 / 7.829	eV
calculated total energy	-138244.526	eV
total charge	-1



Entry 2:
The following is a DFT calculation (the ωB97M-V functional and the def2-TZVPD basis) of C5H11N in the gas phase in a non-equilibrium geometry.

Last column: natural (NBO) charge in e.
Element x y z (Å)
N (0.09130, 0.56170, -1.16341)  -0.63
C (1.14557, -0.49334, -1.19987)  -0.22
C (1.24303, -1.07024, 0.24803)  -0.42
C (-0.10227, -0.72673, 0.85538)  -0.42
C (-0.85118, 0.28458, -0.04844)  -0.05
C (-1.24739, 1.56620, 0.70232)  -0.61
H (-0.39080, 0.50416, -2.04852)  0.36
H (0.92323, -1.28434, -1.92668)  0.17
H (2.09603, -0.01272, -1.41341)  0.19
H (2.05690, -0.60702, 0.80316)  0.21
H (1.39039, -2.15025, 0.20292)  0.21
H (0.05361, -0.34012, 1.87616)  0.21
H (-0.74319, -1.61014, 0.88003)  0.21
H (-1.70935, -0.23112, -0.50942)  0.17
H (-1.15259, 2.46565, 0.09903)  0.22
H (-0.55773, 1.65762, 1.54122)  0.20
H (-2.24557, 1.48609, 1.10152)  0.21

Forces on atoms 1 to 3 (eV/Å):
0.677 -0.639 0.204
0.045 0.415 0.957
-0.346 0.229 -1.240

energy relative to the best compared isomer or geometry (same formula, charge and spin)	45.21	kJ/mol
orbital gap	9.834	eV
calculated total energy	-6853.060	eV



Entry 3:
The following is a DFT calculation (the ωB97M-V functional and the def2-TZVPD basis) of C5H8OS in the gas phase in a non-equilibrium geometry.

Last column: natural (NBO) charge in e.
Element x y z (Å)
C (2.70188, -0.07611, 0.01403)  -0.64
C (1.32024, 0.52870, -0.21154)  -0.04
C (0.16781, -0.07199, -0.01289)  -0.34
C (-1.13012, 0.59924, 0.09336)  -0.10
C (-2.32576, -0.23888, 0.38400)  -0.14
H (3.34352, 0.22985, -0.78083)  0.22
H (2.73491, -1.14936, 0.08349)  0.21
H (3.05554, 0.34509, 0.93890)  0.23
H (1.37855, 1.60049, -0.32129)  0.21
H (0.07681, -1.16532, 0.04167)  0.22
H (-2.30981, -0.56445, 1.46063)  0.21
H (-3.17561, 0.38622, 0.19659)  0.20
H (-2.23458, -1.17776, -1.34743)  0.47
O (-2.29752, -1.45495, -0.38357)  -0.71
S (-1.30585, 2.20924, -0.15512)  0.00

Forces on atoms 1 to 3 (eV/Å):
-1.475 0.154 -0.496
1.944 -0.023 0.868
-1.395 -1.342 -0.080

energy relative to the best compared isomer or geometry (same formula, charge and spin)	131.84	kJ/mol
orbital gap	8.005	eV
calculated total energy	-18195.936	eV



Entry 4:
The following is a DFT calculation (the ωB97M-V functional and the def2-TZVPD basis) of C2H5NO2 in the gas phase in a non-equilibrium geometry.

Last column: natural (NBO) charge in e.
Element x y z (Å)
C (-1.95290, -0.20525, 0.03646)  -0.21
C (1.96656, 0.90872, -0.62698)  0.31
N (0.76464, 0.29596, -0.32893)  -0.35
O (-0.66574, 0.40881, -0.70359)  -0.44
O (2.97154, 0.49789, 0.07520)  -0.66
H (-2.48704, -0.69843, -0.72880)  0.20
H (-1.61111, -0.94680, 0.73356)  0.18
H (-2.52151, 0.51887, 0.55119)  0.20
H (0.65025, -0.57748, 0.25555)  0.32
H (2.88530, -0.20230, 0.73634)  0.46

Forces on atoms 1 to 3 (eV/Å):
4.240 -0.055 -0.056
-4.276 0.979 -1.181
-0.897 -3.209 3.038

energy relative to the best compared isomer or geometry (same formula, charge and spin)	629.67	kJ/mol
orbital gap	9.272	eV
calculated total energy	-7734.225	eV



Entry 5:
The following is a DFT calculation (the ωB97M-V functional and the def2-TZVPD basis) of C8H16N2 in the gas phase in a non-equilibrium geometry.

Last column: natural (NBO) charge in e.
Element x y z (Å)
C (1.01442, -1.41072, 0.65329)  -0.05
C (0.26245, 0.30941, -0.46546)  0.07
C (-0.75870, 0.51977, 0.70114)  -0.04
C (1.25884, -2.55951, -0.24115)  -0.64
C (-0.29066, -0.32933, -1.73678)  -0.68
C (1.41890, 1.19285, -0.71884)  -0.65
C (-2.10159, 0.73675, 0.04214)  -0.60
C (-0.57500, 1.74107, 1.60830)  -0.61
N (-0.05759, -1.54760, 1.47031)  -0.13
N (-0.91693, -0.69998, 1.54142)  -0.10
H (1.79388, -0.91474, 1.10879)  0.21
H (0.85719, -3.36240, 0.24038)  0.22
H (2.23786, -2.68650, -0.39632)  0.21
H (0.79438, -2.43396, -1.13630)  0.21
H (-0.94430, 0.47187, -2.27857)  0.21
H (-0.96218, -1.22587, -1.43372)  0.23
H (0.53539, -0.41231, -2.39219)  0.22
H (2.20451, 0.70039, -1.10079)  0.21
H (1.90860, 1.54568, 0.30575)  0.20
H (1.22772, 2.01742, -1.27094)  0.20
H (-2.73333, 0.66489, 0.94435)  0.22
H (-2.39732, -0.07271, -0.47116)  0.20
H (-2.22332, 1.71488, -0.60082)  0.21
H (-1.13867, 2.56931, 1.19191)  0.22
H (0.45766, 1.98677, 1.72274)  0.21
H (-0.87222, 1.48456, 2.71254)  0.23

Forces on atoms 1 to 3 (eV/Å):
-1.176 2.846 -3.953
0.269 -3.418 2.622
0.721 1.295 -2.946

energy relative to the best compared isomer or geometry (same formula, charge and spin)	500.19	kJ/mol
orbital gap	8.606	eV
calculated total energy	-11530.801	eV



Entry 6:
The following is a DFT calculation (the ωB97M-V functional and the def2-TZVPD basis) of C40H32Br2IrN3O3P as an isolated structure.

Last column: Mulliken spin population.
Element x y z (Å)
Ir (-0.67433, -0.37960, 0.23448)  2.30
C (2.85630, 0.14527, 0.76362)  0.01
C (2.61757, -1.31926, 0.57888)  0.00
C (3.62530, -2.24980, 0.89473)  -0.02
C (3.39935, -3.58930, 0.74585)  0.05
C (2.14205, -4.02345, 0.28958)  -0.03
C (1.77673, -5.39930, 0.08948)  0.27
Br (3.00230, -6.74947, 0.44023)  0.05
C (0.52004, -5.76120, -0.36404)  -0.10
C (-0.43989, -4.79998, -0.62550)  0.19
Br (-2.11781, -5.30356, -1.20493)  0.05
C (-0.16263, -3.39454, -0.42201)  0.15
O (-1.02574, -2.52430, -0.58514)  0.33
C (1.19360, -3.03586, 0.01702)  0.09
N (1.43109, -1.72226, 0.14136)  0.08
H (3.83618, 0.42827, 0.37804)  0.00
H (2.83292, 0.37920, 1.83123)  0.01
H (2.07824, 0.73448, 0.28287)  -0.01
H (4.58001, -1.88986, 1.25365)  0.00
H (4.16939, -4.31163, 0.97842)  0.01
H (0.28473, -6.80616, -0.50609)  0.00
O (-4.71890, 4.09172, -3.44802)  0.00
C (-5.09505, 3.61953, -2.16962)  0.00
C (-4.21792, 2.45202, -1.81444)  0.00
C (-4.62716, 1.50188, -0.89102)  0.00
C (-3.75630, 0.49021, -0.52920)  -0.01
N (-2.53488, 0.36628, -1.04470)  0.05
C (-2.16536, 1.24219, -1.98836)  0.07
C (-2.95809, 2.30434, -2.38264)  0.00
C (-0.83760, 0.99394, -2.60615)  -0.02
C (-0.60719, 1.32231, -3.93025)  -0.01
C (0.61814, 1.02538, -4.50999)  0.00
C (0.87571, 1.37663, -5.95496)  0.00
O (0.49453, 2.70581, -6.25357)  0.00
C (1.56231, 0.39601, -3.71785)  0.00
C (1.25121, 0.08709, -2.40537)  -0.02
N (0.08111, 0.38209, -1.83680)  0.09
H (-5.29030, 4.82437, -3.69430)  0.00
H (-6.14412, 3.30941, -2.14044)  0.00
H (-4.95594, 4.39772, -1.40743)  0.00
H (-5.60882, 1.53908, -0.43687)  0.00
H (-4.04343, -0.24518, 0.20888)  0.00
H (-2.60724, 3.01033, -3.11976)  0.00
H (-1.38362, 1.79550, -4.51437)  0.00
H (0.25876, 0.74134, -6.59289)  0.00
H (1.92060, 1.17921, -6.21106)  0.00
H (1.10635, 3.30823, -5.81816)  0.00
H (2.53721, 0.13469, -4.10826)  0.00
H (1.97624, -0.40209, -1.77433)  0.01
C (-5.22034, 1.17151, 4.29761)  0.01
C (-4.66381, 0.16150, 3.52534)  0.01
C (-3.53230, 0.40893, 2.76274)  -0.01
C (-2.93526, 1.66658, 2.75545)  0.03
C (-3.48988, 2.66792, 3.55088)  0.00
C (-4.62589, 2.42532, 4.31114)  0.00
P (-1.38349, 1.89528, 1.78655)  0.14
C (-1.08008, 3.68616, 1.87049)  0.06
C (-2.03118, 4.57810, 1.37229)  0.03
C (-1.75935, 5.93322, 1.30127)  -0.01
C (-0.52218, 6.42107, 1.70816)  0.02
C (0.43815, 5.54277, 2.18309)  -0.01
C (0.16103, 4.18310, 2.26119)  0.02
C (-0.23547, 0.98166, 2.81979)  -0.10
C (0.24157, 1.27664, 4.09582)  -0.03
C (0.91095, 0.30036, 4.80935)  0.04
C (1.06263, -0.97151, 4.25766)  -0.02
C (0.59602, -1.24934, 2.98545)  0.02
C (-0.04790, -0.26964, 2.20954)  0.15
H (-6.10347, 0.97839, 4.89162)  0.00
H (-5.10719, -0.82593, 3.52077)  0.00
H (-3.09590, -0.40600, 2.19197)  0.01
H (-3.03833, 3.65034, 3.59335)  0.00
H (-5.03904, 3.21720, 4.92158)  0.00
H (-2.99951, 4.21229, 1.04600)  0.01
H (-2.51150, 6.61610, 0.92828)  0.00
H (-0.31230, 7.48069, 1.65352)  0.00
H (1.40491, 5.91301, 2.49763)  0.00
H (0.92382, 3.50753, 2.62830)  0.01
H (0.07156, 2.24945, 4.54195)  0.00
H (1.28799, 0.50936, 5.80162)  0.00
H (1.55077, -1.74650, 4.83578)  0.00
H (0.73848, -2.25348, 2.60002)  0.01

Forces on atoms 1 to 3 (eV/Å):
-0.119 0.198 -0.172
0.014 0.022 0.001
-0.042 -0.009 0.053

energy relative to the best compared isomer or geometry (same formula, charge and spin)	84.12	kJ/mol
2S+1	5
orbital gap (spin up / spin down)	5.891 / 5.201	eV
calculated total energy	-204817.514	eV
total charge	+1